(1)
{"formula": "C2BrClN2S", "method": "wB97M-V/def2-TZVPD", "species": ["C", "C", "N", "N", "S", "Cl", "Br"], "positions_angstrom": [[0.90370, 0.59758, -0.26740], [-0.55510, -0.88896, -0.13527], [0.44184, 1.38340, 0.58569], [-1.29681, -0.41680, 0.74694], [-1.01808, 1.02137, 1.40568], [2.09238, 0.76159, -1.38739], [-0.56793, -2.45818, -0.94824]], "mulliken_charge": [0.42, 0.24, -0.38, -0.35, 0.18, -0.10, -0.02], "multiplicity": 1, "total_energy_ev": -98451.394}

---

(2)
{"formula": "C4H13N3", "method": "wB97M-V/def2-TZVPD", "species": ["C", "C", "N", "H", "H", "H", "H", "H", "H", "H", "C", "C", "N", "N", "H", "H", "H", "H", "H", "H"], "positions_angstrom": [[2.00752, -0.01480, 0.72223], [0.86098, -0.02272, -1.42284], [1.54182, -0.82389, 1.63103], [-0.09291, -0.94874, 1.48888], [1.97209, -1.74415, 1.54889], [2.88479, -0.24952, 0.12494], [1.74830, 1.03542, 0.77144], [1.88756, 0.09263, -1.77470], [0.50864, -1.02679, -1.67610], [0.25433, 0.74316, -1.91242], [-1.06087, 1.38754, 0.63142], [-1.20871, -0.00436, 0.10003], [-2.02091, -0.17271, -0.98203], [-1.00971, -1.01928, 0.94281], [-1.97810, -1.07233, -1.44106], [-2.01017, 0.58564, -1.64795], [-1.17736, -1.94515, 0.56948], [-0.82525, 2.09103, -0.16453], [-2.00298, 1.68424, 1.10587], [-0.27902, 1.42478, 1.38461]], "mulliken_charge": [-0.39, -1.03, -0.70, 0.39, 0.19, 0.38, 0.28, 0.43, 0.12, 0.17, -1.14, 0.40, -0.46, -0.44, 0.29, 0.27, 0.25, 0.32, 0.36, 0.31], "multiplicity": 1, "total_energy_ev": -8825.747}

---

(3)
{"formula": "C6H15NO", "method": "wB97M-V/def2-TZVPD", "species": ["C", "C", "C", "O", "N", "H", "H", "H", "H", "H", "H", "H", "C", "C", "C", "H", "H", "H", "H", "H", "H", "H", "H"], "positions_angstrom": [[0.74374, 1.20921, 1.95783], [2.07729, 0.47804, 2.03968], [-0.35960, 0.45074, 2.61136], [-0.27765, -0.39990, 3.45702], [-1.61799, 0.85891, 2.15109], [0.87338, 2.23388, 2.30513], [0.59941, 1.32308, 0.87865], [2.01086, -0.54166, 1.65918], [-2.45533, 0.39130, 2.45758], [-1.69160, 1.77311, 1.74659], [2.48876, 0.38087, 3.04530], [2.86241, 0.95603, 1.45416], [-0.68309, -0.42260, -1.85716], [-1.11318, -0.36832, -3.36077], [0.29126, -1.58101, -1.63184], [-0.11355, 0.50169, -1.75925], [-1.56237, -0.45134, -1.23482], [-0.60185, 0.40740, -3.92485], [1.35112, -1.32907, -1.71250], [0.20269, -2.00269, -0.62799], [0.14058, -2.36994, -2.36544], [-0.97962, -1.32629, -3.86341], [-2.18566, -0.17146, -3.42555]], "mulliken_charge": [-0.13, -1.27, 0.55, -0.59, -0.40, 0.32, 0.11, 0.28, 0.22, 0.20, 0.32, 0.38, 0.01, -1.08, -1.11, 0.08, 0.32, 0.29, 0.27, 0.28, 0.36, 0.28, 0.29], "smiles": "CCC(N)=O.CCC", "multiplicity": 1, "total_energy_ev": -10002.986}

---

(4)
{"formula": "C3H12Cl6O3", "method": "wB97M-V/def2-TZVPD", "species": ["O", "H", "H", "O", "H", "H", "O", "H", "H", "C", "Cl", "Cl", "H", "H", "C", "Cl", "Cl", "H", "H", "C", "Cl", "Cl", "H", "H"], "positions_angstrom": [[-0.77440, 0.54533, -0.72581], [-0.07595, 0.40113, -0.08738], [-1.34205, -0.22032, -0.63754], [0.22624, 2.19133, -2.77704], [-0.23781, 1.90552, -1.99015], [0.28059, 1.40631, -3.32204], [1.33570, -0.51824, 1.51189], [2.26374, -0.43332, 1.73044], [0.92677, -0.83111, 2.31881], [3.17352, 0.63601, -1.90422], [4.43335, 0.83738, -0.59637], [3.57134, -0.70869, -3.01908], [2.15243, 0.46131, -1.56519], [3.27850, 1.52890, -2.52052], [-0.19834, 2.05983, 3.20236], [-1.29655, 3.42058, 3.13786], [1.50216, 2.53840, 3.05259], [-0.22885, 1.53635, 4.15794], [-0.33644, 1.39095, 2.35288], [-3.81537, -3.68861, -0.57379], [-2.58811, -2.49588, -0.79306], [-3.75309, -4.34112, 1.10340], [-4.76135, -3.16530, -0.71291], [-3.73612, -4.45676, -1.34306]], "mulliken_charge": [-0.61, 0.30, 0.26, -0.63, 0.35, 0.30, -0.55, 0.30, 0.28, 0.13, -0.18, -0.17, -0.05, 0.27, 0.05, -0.15, -0.16, 0.29, -0.04, -0.31, -0.11, -0.16, 0.26, 0.30], "smiles": "ClCCl.ClCCl.ClCCl.O.O.O", "multiplicity": 1, "total_energy_ev": -84582.654}

---

(5)
{"formula": "C16H48N5O7", "method": "wB97M-V/def2-TZVPD", "species": ["C", "C", "C", "O", "C", "N", "H", "H", "H", "H", "H", "H", "H", "H", "H", "H", "H", "H", "C", "C", "C", "O", "C", "N", "H", "H", "H", "H", "H", "H", "H", "H", "H", "H", "H", "H", "C", "C", "C", "O", "C", "N", "H", "H", "H", "H", "H", "H", "H", "H", "H", "H", "H", "H", "C", "C", "C", "O", "C", "N", "H", "H", "H", "H", "H", "H", "H", "H", "H", "H", "H", "H", "N", "O", "O", "O"], "positions_angstrom": [[23.19058, 0.48647, 8.61096], [22.86109, -0.94987, 8.30660], [23.62360, -2.00587, 9.11936], [23.15782, -3.24984, 8.85298], [23.15828, -4.15477, 9.97002], [21.40096, -1.18190, 8.63322], [21.32334, -1.34398, 9.62711], [20.80368, -0.46034, 8.25543], [21.18558, -1.97934, 8.05204], [22.96235, 0.70994, 9.65311], [22.66238, 1.20924, 7.98908], [24.27903, 0.54063, 8.63202], [23.01774, -1.19569, 7.25630], [23.59372, -1.82089, 10.19313], [24.63599, -2.03802, 8.71667], [22.79643, -5.11729, 9.60847], [22.57231, -3.84561, 10.83556], [24.17663, -4.38359, 10.28415], [20.84492, -3.96709, 14.15111], [21.29646, -2.83410, 15.15680], [22.58212, -3.17383, 15.92165], [22.91463, -2.07570, 16.64938], [23.78047, -2.33127, 17.78674], [21.59212, -1.51015, 14.39611], [20.73850, -1.26206, 13.91663], [22.11410, -0.86169, 14.96807], [22.05952, -1.75305, 13.53435], [20.16685, -3.60689, 13.37742], [20.31399, -4.81025, 14.59298], [21.73673, -4.36223, 13.66466], [20.62250, -2.63092, 15.98902], [23.39302, -3.52790, 15.28512], [22.47461, -4.08820, 16.50515], [24.70694, -1.76804, 17.67486], [23.95998, -3.38398, 18.00507], [23.21753, -1.97954, 18.65130], [17.66907, 3.69903, 5.58024], [18.78865, 3.14949, 6.43733], [18.42446, 2.34448, 7.80389], [19.60549, 1.76649, 8.28039], [19.61854, 0.98079, 9.50418], [19.75668, 2.34660, 5.50175], [19.24803, 1.59003, 5.06699], [20.12519, 2.98431, 4.81064], [20.49198, 1.93385, 6.05767], [18.01645, 4.41301, 4.83348], [16.99560, 4.36994, 6.11356], [17.11273, 2.88066, 5.12322], [19.47310, 3.95702, 6.69713], [17.77498, 1.56986, 7.39612], [17.90202, 2.94142, 8.55145], [18.95119, 0.12139, 9.43976], [19.48595, 1.63198, 10.36816], [20.51064, 0.38478, 9.69667], [25.50413, 1.19257, 13.42023], [24.54146, 0.15472, 12.85210], [24.59964, -1.11566, 13.75297], [23.50488, -1.97096, 13.51832], [23.65193, -2.69016, 12.32940], [23.18924, 0.79888, 12.59278], [23.22442, 1.46776, 11.83682], [22.40658, 0.20014, 12.37127], [22.82941, 1.36861, 13.34514], [25.50570, 1.18097, 14.51017], [25.38595, 2.18699, 12.98979], [26.52554, 0.85876, 13.23749], [24.76121, -0.10773, 11.81724], [24.52888, -0.77086, 14.78459], [25.62629, -1.46311, 13.63738], [22.72714, -3.26506, 12.37773], [24.49244, -3.38418, 12.32830], [23.56536, -2.10940, 11.41109], [21.17556, -0.72095, 11.53555], [21.38486, -0.30312, 12.65645], [21.83202, -1.59042, 11.05027], [20.24536, -0.36732, 10.89289]], "mulliken_charge": [-0.92, 0.30, 0.37, -0.45, -0.55, -0.01, 0.33, 0.04, 0.51, -0.04, 0.25, 0.42, 0.44, -0.65, 0.60, 0.42, 0.20, 0.31, -1.41, 0.41, -0.89, -0.37, -0.79, 0.18, 0.64, 0.45, -0.67, 0.39, 0.44, 0.36, 0.47, 0.24, 0.64, 0.26, 0.38, 0.30, -1.38, 0.06, -0.57, -0.22, -0.44, -0.16, 0.40, 0.41, 0.11, 0.44, 0.38, 0.40, 0.33, 0.34, 0.41, 0.61, 0.43, -0.71, -1.44, 0.49, -1.18, -0.02, -0.68, 0.14, 0.50, -0.32, 0.47, 0.41, 0.41, 0.43, 0.02, 0.47, 0.50, 0.15, 0.41, -0.20, 0.91, -0.79, -0.58, -0.54], "charge": 3, "multiplicity": 1, "total_energy_ev": -39114.858}

---

(6)
{"formula": "C4H11N2S", "method": "wB97M-V/def2-TZVPD", "species": ["C", "C", "C", "S", "N", "C", "N", "H", "H", "H", "H", "H", "H", "H", "H", "H", "H", "H"], "positions_angstrom": [[0.84534, -1.83710, -0.09407], [0.48519, -0.36218, -0.41305], [-0.94403, -0.19267, -0.92730], [-1.08741, 1.25610, -2.04083], [0.79035, 0.54350, 0.72261], [0.03250, 0.34123, 1.95423], [0.78072, -0.51657, 2.89720], [1.46752, -1.90751, 0.80119], [1.39360, -2.35424, -0.88003], [-0.07082, -2.37043, 0.14332], [1.15794, 0.00661, -1.18662], [-1.29384, -1.11683, -1.38341], [-1.60993, -0.01674, -0.08403], [0.52302, 1.45209, 0.34776], [-0.11284, 1.31424, 2.40731], [-0.90449, -0.16944, 1.71971], [0.96206, 0.01003, 3.74476], [1.69658, -0.64315, 2.46993]], "mulliken_charge": [-1.40, 0.16, -0.73, -0.64, -0.56, -0.24, -0.71, 0.34, 0.35, 0.32, 0.37, 0.32, 0.13, 0.30, 0.37, 0.12, 0.25, 0.26], "smiles": "C[C@@H](C[S-])NCN", "charge": -1, "multiplicity": 1, "total_energy_ev": -18142.305}

---

(7)
{"formula": "CH2OS", "method": "wB97M-V/def2-TZVPD", "species": ["C", "O", "S", "H", "H"], "positions_angstrom": [[-0.30034, -0.04704, 0.00000], [0.62953, 0.96753, 0.00000], [1.38795, -0.53266, 0.00000], [-0.85857, -0.19392, 0.92030], [-0.85857, -0.19392, -0.92030]], "mulliken_charge": [-0.15, -0.27, -0.03, 0.22, 0.22], "smiles": "C1OS1", "multiplicity": 1, "total_energy_ev": -13950.056}

---

(8)
{"formula": "C4H7N3", "method": "wB97M-V/def2-TZVPD", "species": ["N", "C", "C", "C", "N", "C", "N", "H", "H", "H", "H", "H", "H", "H"], "positions_angstrom": [[1.80610, -1.58711, 0.38748], [0.58703, -0.96404, 0.22005], [0.11300, 0.29539, -0.37414], [-0.48343, 1.23442, 0.60252], [-0.65422, 2.42591, 0.03388], [-1.31474, -0.57220, -0.54559], [-0.59000, -1.53023, 0.25871], [1.88646, -2.48914, -0.06787], [2.60130, -0.99672, 0.19556], [0.74315, 0.71349, -1.18401], [-1.17636, 3.13608, 0.52605], [-0.34623, 2.69397, -0.90355], [-2.19363, -0.24024, 0.04652], [-0.90410, -2.32451, 0.79977]], "mulliken_charge": [-0.50, 0.25, 0.21, -0.78, -0.18, -0.66, 0.01, 0.25, 0.24, 0.38, 0.23, 0.20, 0.17, 0.19], "multiplicity": 1, "total_energy_ev": -8726.608}

---

(9)
{"formula": "C4H9O2", "method": "wB97M-V/def2-TZVPD", "species": ["C", "C", "C", "C", "O", "O", "H", "H", "H", "H", "H", "H", "H", "H", "H"], "positions_angstrom": [[-3.83715, -0.25498, 0.12388], [1.13371, 1.15230, 0.54030], [2.29595, -0.71602, -0.66100], [1.10640, -0.19173, -0.03167], [0.03521, -0.84829, -0.16227], [-2.69379, -0.09194, -0.12290], [-4.61297, -0.31288, -0.67567], [-4.25642, -0.29264, 1.11965], [0.99343, 1.75594, -0.31253], [0.44308, 1.45293, 1.26281], [2.08561, 1.33817, 0.99130], [2.66201, 0.05031, -1.33496], [2.37586, -1.78161, -0.99132], [3.08028, -0.82467, 0.20070], [-0.81121, -0.43488, 0.05369]], "mulliken_charge": [-0.07, -1.25, -1.03, 0.98, -0.26, -0.46, 0.22, 0.23, 0.40, 0.46, 0.37, 0.32, 0.35, 0.35, 0.38], "charge": 1, "multiplicity": 1, "total_energy_ev": -8380.461}

---

Copy entry 4 word for word.
{"formula": "C3H12Cl6O3", "method": "wB97M-V/def2-TZVPD", "species": ["O", "H", "H", "O", "H", "H", "O", "H", "H", "C", "Cl", "Cl", "H", "H", "C", "Cl", "Cl", "H", "H", "C", "Cl", "Cl", "H", "H"], "positions_angstrom": [[-0.77440, 0.54533, -0.72581], [-0.07595, 0.40113, -0.08738], [-1.34205, -0.22032, -0.63754], [0.22624, 2.19133, -2.77704], [-0.23781, 1.90552, -1.99015], [0.28059, 1.40631, -3.32204], [1.33570, -0.51824, 1.51189], [2.26374, -0.43332, 1.73044], [0.92677, -0.83111, 2.31881], [3.17352, 0.63601, -1.90422], [4.43335, 0.83738, -0.59637], [3.57134, -0.70869, -3.01908], [2.15243, 0.46131, -1.56519], [3.27850, 1.52890, -2.52052], [-0.19834, 2.05983, 3.20236], [-1.29655, 3.42058, 3.13786], [1.50216, 2.53840, 3.05259], [-0.22885, 1.53635, 4.15794], [-0.33644, 1.39095, 2.35288], [-3.81537, -3.68861, -0.57379], [-2.58811, -2.49588, -0.79306], [-3.75309, -4.34112, 1.10340], [-4.76135, -3.16530, -0.71291], [-3.73612, -4.45676, -1.34306]], "mulliken_charge": [-0.61, 0.30, 0.26, -0.63, 0.35, 0.30, -0.55, 0.30, 0.28, 0.13, -0.18, -0.17, -0.05, 0.27, 0.05, -0.15, -0.16, 0.29, -0.04, -0.31, -0.11, -0.16, 0.26, 0.30], "smiles": "ClCCl.ClCCl.ClCCl.O.O.O", "multiplicity": 1, "total_energy_ev": -84582.654}